[1]
Computed, not measured: the molecule C4H6N2 in a non-equilibrium geometry, with ωB97M-V/def2-TZVPD.

Each line ends with the Löwdin charge.
Element x y z (Å)
1 C 0.6376 2.1032 -0.0725  0.01
2 C 0.5192 0.7889 -0.2165  -0.14
3 C -0.7467 0.0599 0.0287  -0.49
4 C -0.8639 -1.5013 -0.0406  -0.04
5 N -2.1277 0.7398 -0.2686  0.16
6 N -1.7346 0.6711 0.8874  0.07
7 H 1.4216 2.6013 -0.4365  0.00
8 H -0.2176 2.6613 0.4635  0.09
9 H 1.3567 0.1430 -0.6646  0.13
10 H -1.6741 -1.7817 -0.7748  0.09
11 H -1.3578 -1.8286 0.8679  0.06
12 H 0.1123 -1.9612 -0.2009  0.07

Cartesian forces (eV/Å) of the 3 atoms listed first:
-4.4 -1.2 2.2
0.5 -1.2 -1.2
-1.0 -1.4 -0.6

As for the energy above the lowest of the compared OMol25 structures with the same formula, charge and spin: 3.401 eV. Its spin multiplicity is 1. As for the orbital gap: 9.8 eV. The calculation puts the total energy at -7222.1903 eV.

[2]
Computed, not measured: a cluster of 2 separate species, C12H18F8N3OS in total, with ωB97M-V/def2-TZVPD.

Each line ends with the Löwdin charge.
Element x y z (Å)
1 C -2.5200 4.4946 3.2187  -0.08
2 C -1.1417 4.6013 2.5610  -0.20
3 C -0.0851 3.5914 2.9979  -0.29
4 C 1.3268 4.0052 2.6263  -0.03
5 N -0.2630 2.1564 2.4393  -0.05
6 C -1.5385 1.7869 1.7429  -0.09
7 C -1.3773 0.3990 1.1564  -0.20
8 N -0.7867 0.3281 0.0484  0.16
9 N 0.0977 1.1727 3.4223  0.09
10 C -0.6559 0.9986 4.3779  -0.75
11 S -1.5599 0.7957 5.6040  0.92
12 H -3.2124 3.8585 2.6696  0.07
13 H -2.9853 5.4777 3.2711  0.09
14 H -2.4403 4.1205 4.2434  0.08
15 H -0.6998 5.5617 2.8380  0.13
16 H -1.2201 4.6322 1.4700  0.12
17 H -0.1499 3.4632 4.0794  0.14
18 H 1.4264 4.1386 1.5453  0.10
19 H 1.5637 4.9515 3.1108  0.10
20 H 2.0592 3.2699 2.9653  0.10
21 H 0.4670 2.0397 1.7291  0.17
22 H -2.3630 1.8879 2.4413  0.12
23 H -1.6467 2.4878 0.9168  0.14
24 H -1.7393 -0.4571 1.7310  0.13
25 H -0.6869 -0.6306 -0.2840  0.05
26 C 0.3883 -5.0346 -3.1904  -0.03
27 C 1.0141 -5.1333 -4.5856  -0.45
28 C 2.5437 -5.0581 -4.6748  -0.31
29 F 2.9786 -3.8749 -4.1867  0.09
30 F 2.9077 -5.1497 -5.9673  0.11
31 F 0.4571 -4.2301 -5.4108  0.15
32 F 0.6999 -6.3857 -5.0339  0.10
33 O -0.0952 -3.7468 -2.8417  0.06
34 C 0.6480 -2.8404 -2.1760  -0.54
35 C 0.7082 -1.4917 -2.9150  -0.29
36 F 1.2670 -1.6456 -4.1227  0.12
37 F 1.4683 -0.6401 -2.1841  0.09
38 F 1.8707 -3.2809 -1.8553  0.16
39 F 0.0093 -2.5701 -0.9810  0.09
40 H -0.5001 -5.6616 -3.2315  0.15
41 H 1.0613 -5.4345 -2.4327  0.15
42 H 3.0022 -5.8733 -4.1096  0.17
43 H -0.2979 -1.0801 -3.0231  0.17

Cartesian forces (eV/Å) of the 3 atoms listed first:
0.0 0.0 0.0
0.0 0.0 -0.2
0.0 0.2 0.2

Its spin multiplicity is 1. As for the orbital gap: 9.1 eV. The net charge is +1. The calculation puts the total energy at -51820.2912 eV.

[3]
Computed, not measured: a structure of composition C4H7NO3S in a non-equilibrium geometry, with ωB97M-V/def2-TZVPD.

Each line ends with the Löwdin charge.
Element x y z (Å)
1 C 1.3065 -1.6525 0.1116  -0.27
2 C -0.9534 -0.4328 -1.2247  -0.12
3 C -1.3484 0.3667 -0.0279  -0.36
4 C -0.5935 1.3722 0.7680  -0.12
5 H 0.7135 -0.8629 0.9363  0.08
6 H 0.9145 -2.6551 0.0606  0.01
7 H 2.4125 -1.7632 0.5702  0.08
8 H -1.7359 -0.8972 -1.8751  0.08
9 H -3.2031 -0.1861 -0.2311  0.15
10 H -1.1811 2.2408 1.2842  0.17
11 H 2.2023 2.4237 1.8034  0.25
12 N 0.6909 1.2949 0.8956  -0.03
13 O 1.0757 -1.6367 -2.7711  -0.60
14 O -2.6408 0.4120 0.3495  0.01
15 O 1.3687 2.6995 0.9038  -0.18
16 S 0.9714 -0.7234 -1.5534  0.86

Cartesian forces (eV/Å) of the 3 atoms listed first:
0.1 2.5 2.6
0.8 2.3 4.3
0.9 -2.7 -3.8

As for the energy above the lowest of the compared OMol25 structures with the same formula, charge and spin: 7.173 eV. Its spin multiplicity is 1. As for the orbital gap: 7.9 eV. The calculation puts the total energy at -22721.4784 eV.

[4]
Computed, not measured: a structure of composition C22H44F5IrNO2PS2Sb, with ωB97M-V/def2-TZVPD.

Each line ends with the Löwdin spin population.
Element x y z (Å)
1 Ir 0.5309 0.7676 -3.6005  2.25
2 C -4.2062 -0.5583 5.1958  0.03
3 C -4.6651 -0.5900 3.7406  0.08
4 C -5.2521 -1.9481 3.3721  0.00
5 C -5.6756 0.5162 3.4505  0.01
6 Sb -2.9122 -0.2285 2.4643  0.58
7 C -1.7349 1.4954 3.1257  0.07
8 C -2.6957 2.5898 3.5780  0.00
9 C -0.9100 1.9822 1.9361  0.01
10 C -0.8368 1.0489 4.2785  0.03
11 C -1.6792 -2.0224 2.2083  0.07
12 C -1.4074 -2.6158 3.5894  0.03
13 C -0.3734 -1.6434 1.5184  0.00
14 C -2.4711 -2.9912 1.3331  0.01
15 H -5.0775 -0.7602 5.8268  0.01
16 H -3.8165 0.4167 5.4896  0.00
17 H -3.4592 -1.3210 5.4207  0.00
18 H -6.1542 -2.0987 3.9719  0.00
19 H -4.5775 -2.7748 3.5928  0.00
20 H -5.5475 -2.0006 2.3232  0.00
21 H -6.5554 0.3451 4.0772  0.00
22 H -6.0070 0.5061 2.4113  0.00
23 H -5.2948 1.5090 3.6870  0.00
24 H -3.3842 2.8911 2.7870  0.00
25 H -2.1065 3.4695 3.8528  0.00
26 H -3.2723 2.3018 4.4569  0.00
27 H -1.5429 2.3252 1.1163  0.00
28 H -0.2342 1.2172 1.5545  0.00
29 H -0.3032 2.8303 2.2669  0.00
30 H -1.4038 0.6724 5.1306  0.00
31 H -0.2701 1.9190 4.6252  0.01
32 H -0.1141 0.2898 3.9776  0.00
33 H -0.8654 -1.9296 4.2424  0.00
34 H -0.7836 -3.5061 3.4606  0.01
35 H -2.3185 -2.9339 4.0949  0.00
36 H 0.2441 -0.9814 2.1256  0.00
37 H -0.5411 -1.1807 0.5444  0.00
38 H 0.1979 -2.5624 1.3541  0.00
39 H -3.4233 -3.2780 1.7794  0.00
40 H -1.8812 -3.9040 1.2083  0.00
41 H -2.6613 -2.5815 0.3399  0.00
42 C 3.7917 1.7018 -0.6479  0.00
43 C 3.5654 2.0662 -2.0942  0.01
44 C 4.8229 2.3773 -2.8691  0.01
45 O 2.7934 0.9483 -2.7420  0.07
46 P 3.3859 -0.3439 -3.4747  0.03
47 S 4.0247 -0.1090 -5.3248  0.61
48 S 1.7292 -1.3902 -3.9103  0.51
49 O 4.4052 -0.9180 -2.4563  0.01
50 C 5.4952 -1.8947 -2.7817  0.00
51 C 4.8828 -3.2476 -3.0453  0.00
52 C 6.4263 -1.8536 -1.5975  0.00
53 H 4.2192 2.5619 -0.1318  0.00
54 H 4.4838 0.8656 -0.5579  0.00
55 H 2.8520 1.4432 -0.1603  0.00
56 H 2.8572 2.8889 -2.1784  0.00
57 H 5.5404 1.5564 -2.8172  0.00
58 H 5.2949 3.2504 -2.4180  0.00
59 H 4.6086 2.6109 -3.9110  0.00
60 H 5.9819 -1.5036 -3.6758  0.00
61 H 4.3220 -3.5920 -2.1759  0.00
62 H 5.6800 -3.9634 -3.2448  0.00
63 H 4.2263 -3.2339 -3.9161  0.00
64 H 5.9184 -2.1990 -0.6969  0.00
65 H 6.8106 -0.8482 -1.4302  0.00
66 H 7.2728 -2.5127 -1.7883  0.00
67 C 0.7990 3.2407 -7.6125  0.00
68 C 0.8727 2.5231 -6.3534  0.03
69 N 0.9308 1.9567 -5.3601  0.10
70 H 1.1486 4.2620 -7.4698  0.00
71 H -0.2352 3.2553 -7.9544  0.00
72 H 1.4202 2.7402 -8.3537  0.00
73 F -2.0334 0.6256 -4.4798  0.06
74 C -1.4999 0.9127 -3.2481  0.16
75 F -1.8905 2.1759 -2.9261  0.06
76 C -2.2055 -0.0384 -2.2636  0.03
77 F -3.5178 -0.0546 -2.4612  0.01
78 F -1.7392 -1.2854 -2.3948  0.02
79 F -1.9987 0.3425 -0.9848  0.03

Cartesian forces (eV/Å) of the 3 atoms listed first:
0.0 0.0 -0.1
0.0 0.0 0.0
0.0 0.0 0.0

As for the energy above the lowest of the compared OMol25 structures with the same formula, charge and spin: 0.000 eV. Its spin multiplicity is 6. As for the orbital gap (spin up / spin down): 9.2 / 6.5 eV. The net charge is +2. The calculation puts the total energy at -83020.4164 eV.

[5]
Computed, not measured: a structure of composition C4H17BaO5 in a non-equilibrium geometry, with ωB97M-V/def2-TZVPD.

Each line ends with the Löwdin charge.
Element x y z (Å)
1 Ba -2.3760 -0.8343 -2.0702  1.93
2 O -0.2006 -0.0844 -0.9005  -0.60
3 H -0.2748 -0.6813 -0.1436  -0.08
4 C -2.1426 1.9197 1.4359  -0.17
5 O -0.7952 1.5347 1.3047  -0.13
6 H -2.3889 2.7703 0.7950  0.08
7 H -2.8166 1.0764 1.2251  0.05
8 H -2.2990 2.1884 2.4796  0.09
9 H -0.6248 0.9321 0.5564  0.01
10 C 2.1102 2.0839 -2.5203  -0.15
11 O 0.6989 1.9222 -2.5530  -0.16
12 H 2.5157 1.9618 -1.5137  0.08
13 H 2.5970 1.3665 -3.1836  0.08
14 H 2.3375 3.1061 -2.8216  0.08
15 H 0.4373 1.2805 -1.8749  -0.01
16 C 2.6529 -1.2837 0.6711  -0.17
17 O 2.3498 -1.1366 -0.6945  -0.14
18 H 2.4240 -0.3948 1.2716  0.08
19 H 2.0206 -2.0750 1.1066  0.06
20 H 3.6883 -1.5594 0.8514  0.08
21 H 1.4387 -0.7837 -0.7832  0.00
22 C -1.5789 -2.4176 1.1920  -0.10
23 O -2.6802 -1.6271 0.6534  -0.29
24 H -1.2108 -1.8569 2.0540  0.11
25 H -1.8967 -3.3996 1.5370  0.10
26 H -0.7457 -2.4996 0.4957  0.07
27 H -3.2402 -1.5090 1.4298  0.10

Cartesian forces (eV/Å) of the 3 atoms listed first:
1.5 0.7 1.1
-2.1 -1.1 -0.6
0.3 0.1 0.1

As for the energy above the lowest of the compared OMol25 structures with the same formula, charge and spin: 0.000 eV. Its spin multiplicity is 1. As for the orbital gap: 7.0 eV. The net charge is +1. The calculation puts the total energy at -15347.4280 eV.

[6]
Computed, not measured: the ion C17H15Cl3F3Si with charge +1 in a non-equilibrium geometry, with ωB97M-V/def2-TZVPD.

Each line ends with the Löwdin charge.
Element x y z (Å)
1 C 1.8131 2.1053 -0.8957  -0.06
2 C 1.0088 3.2539 -0.2455  -0.22
3 C 0.9373 4.5196 -0.8687  -0.01
4 C 0.3680 3.0061 1.1135  -0.26
5 Si -0.4712 1.3333 1.2647  -0.60
6 Cl -1.0955 1.2020 3.2299  0.34
7 Cl -1.9587 1.2427 -0.1389  0.36
8 Cl 0.7198 -0.3046 0.9579  0.37
9 H 2.4348 1.5652 -0.1453  0.08
10 H 1.1519 1.3376 -1.3799  0.10
11 H 2.5300 2.4585 -1.6691  0.10
12 H 0.1474 5.1839 -0.5065  0.13
13 H 1.0682 4.4908 -1.9867  0.14
14 H 1.1090 3.0984 1.9361  0.11
15 H -0.4260 3.7309 1.3504  0.10
16 F 1.8756 10.5520 -1.4584  0.06
17 C 2.1014 9.2911 -1.9641  -0.20
18 C 2.4004 9.1999 -3.3269  0.10
19 C 2.6712 7.9093 -3.7941  -0.22
20 F 2.9660 7.7722 -5.1343  0.06
21 C 2.6567 6.7710 -2.9825  0.05
22 C 2.3470 6.9064 -1.5867  -0.17
23 C 2.3732 5.7002 -0.6744  -0.06
24 C 2.9620 5.8371 0.7193  -0.14
25 C 3.5550 4.6604 1.3144  -0.05
26 C 3.9224 4.5907 2.6579  -0.06
27 C 3.8644 5.7073 3.4870  0.01
28 C 3.5025 6.8936 2.8827  -0.23
29 F 3.6291 8.0438 3.6252  0.06
30 C 3.1557 7.0134 1.5246  0.06
31 C 2.0611 8.1950 -1.0921  0.04
32 H 2.4919 10.0853 -3.9620  0.15
33 H 3.0115 5.8106 -3.3977  0.14
34 H 2.9631 4.8851 -1.2207  0.13
35 H 3.7339 3.7802 0.6785  0.12
36 H 4.2582 3.6474 3.0703  0.12
37 H 4.2001 5.6880 4.5219  0.14
38 H 3.1034 8.0391 1.1445  0.11
39 H 1.8792 8.3614 -0.0304  0.11

Cartesian forces (eV/Å) of the 3 atoms listed first:
0.3 0.7 0.2
0.9 -0.9 0.7
-0.3 1.3 -1.0

Its spin multiplicity is 1. As for the orbital gap: 6.4 eV. The net charge is +1. The calculation puts the total energy at -71464.6783 eV.

[7]
Computed, not measured: the ion C3H2IO2S with charge -1 in a non-equilibrium geometry, with ωB97M-V/def2-TZVPD.

Each line ends with the Löwdin charge.
Element x y z (Å)
1 C 0.2218 2.1017 0.8048  0.12
2 C 0.4239 0.9479 0.4519  -0.13
3 C 0.8336 -0.3823 0.0920  -0.52
4 O 0.6660 -1.4567 0.9057  -0.33
5 O -1.7259 -0.7661 0.3134  -0.53
6 S -0.6498 -1.4931 -0.2339  0.58
7 I -1.7361 -1.8509 -2.7874  -0.30
8 H 0.2215 3.1460 0.9155  0.00
9 H 1.7450 -0.2466 -0.4620  0.11

Cartesian forces (eV/Å) of the 3 atoms listed first:
0.6 -2.4 -1.1
-0.4 2.2 1.6
-0.9 0.7 -1.4

As for the energy above the lowest of the compared OMol25 structures with the same formula, charge and spin: 0.792 eV. Its spin multiplicity is 1. As for the orbital gap: 7.4 eV. The net charge is -1. The calculation puts the total energy at -26172.4902 eV.

[8]
Computed, not measured: a cluster of 6 separate species, C20H33F9O24S6 in total in a non-equilibrium geometry, with ωB97M-V/def2-TZVPD.

Each line ends with the Löwdin charge.
Element x y z (Å)
1 C 6.2775 0.1184 -2.2829  -0.07
2 C 4.8055 0.4986 -2.4147  -0.27
3 O 4.5386 1.7104 -1.7339  -0.17
4 C 3.8652 2.6838 -2.4858  -0.19
5 C 2.7375 3.3310 -1.6848  -0.19
6 O 2.0068 4.1298 -2.6462  -0.34
7 S 0.5808 4.7291 -2.1831  0.96
8 O 0.3623 4.3873 -0.7954  -0.39
9 O -0.3702 3.7166 -3.0733  -0.34
10 C -1.1690 2.7986 -2.2875  -0.20
11 C -1.9233 1.9286 -3.2980  -0.03
12 C -3.3927 1.7455 -3.0120  -0.45
13 F -3.9730 0.9668 -3.9533  0.13
14 F -3.9874 2.9673 -3.0831  0.12
15 C -3.8025 1.1766 -1.6313  -0.34
16 F -3.4714 2.0113 -0.6381  0.16
17 F -5.1507 1.1190 -1.6302  0.15
18 C -3.2873 -0.2716 -1.2992  -0.33
19 F -4.3492 -1.0952 -1.1994  0.16
20 F -2.4897 -0.7751 -2.2562  0.16
21 C -2.5507 -0.3849 0.0660  -0.53
22 F -1.4636 0.3748 0.1037  0.20
23 F -2.1514 -1.6695 0.1878  0.15
24 F -3.3727 -0.1294 1.0810  0.19
25 H 6.6328 0.2781 -1.2671  0.08
26 H 6.8632 0.7066 -2.9923  0.07
27 H 6.3942 -0.9288 -2.5712  0.07
28 H 4.2043 -0.2885 -1.9419  0.12
29 H 4.5560 0.5371 -3.4788  0.11
30 H 4.5539 3.4940 -2.7664  0.13
31 H 3.4363 2.3058 -3.4193  0.12
32 H 2.1159 2.5488 -1.2549  0.09
33 H 3.1289 3.9532 -0.8818  0.13
34 H -0.4875 2.1791 -1.7068  0.12
35 H -1.8175 3.3861 -1.6445  0.12
36 H -1.8669 2.4294 -4.2676  0.15
37 H -1.4106 0.9792 -3.4365  0.13
38 C -7.2176 2.8220 -5.2862  -0.16
39 C -7.1274 1.3531 -5.6396  -0.16
40 O -7.6925 1.2701 -6.9546  -0.19
41 S -7.3681 2.6098 -7.7672  0.60
42 O -6.2311 2.3993 -8.5881  -0.22
43 O -8.5817 3.1123 -8.2991  -0.22
44 O -6.9211 3.4989 -6.5146  -0.19
45 H -8.2265 3.0988 -4.9740  0.13
46 H -6.5067 3.1137 -4.5175  0.13
47 H -7.6829 0.7189 -4.9547  0.14
48 H -6.0897 1.0178 -5.6882  0.12
49 C 2.8721 1.2354 3.8578  -0.14
50 C 2.8874 -0.1556 3.2752  -0.17
51 O 2.2114 -0.0145 2.0070  -0.17
52 S 2.5223 1.4264 1.4010  0.61
53 O 3.5704 1.3324 0.4466  -0.20
54 O 1.2851 2.0372 1.0543  -0.23
55 O 3.0971 2.1024 2.7330  -0.17
56 H 1.9018 1.4878 4.2905  0.11
57 H 3.6485 1.3754 4.6054  0.14
58 H 2.3725 -0.8696 3.9015  0.10
59 H 3.9071 -0.5061 3.0966  0.10
60 C -2.0826 -0.2524 4.1147  -0.15
61 C -2.5849 -0.3918 5.5383  -0.15
62 O -1.3977 -0.6621 6.3028  -0.18
63 S -0.1591 0.1023 5.6527  0.59
64 O 0.0550 1.3196 6.3475  -0.21
65 O 0.8859 -0.8383 5.4509  -0.22
66 O -0.8322 0.4387 4.2504  -0.18
67 H -1.8917 -1.2249 3.6570  0.14
68 H -2.7553 0.3209 3.4830  0.13
69 H -3.2967 -1.2029 5.6594  0.14
70 H -3.0243 0.5383 5.9029  0.14
71 C -2.0998 -5.6018 -0.6286  -0.16
72 C -1.2292 -4.6142 -1.3760  -0.16
73 O 0.0814 -4.8255 -0.8369  -0.18
74 S 0.2670 -6.3660 -0.4478  0.60
75 O 0.9357 -7.0426 -1.4987  -0.21
76 O 0.7292 -6.4343 0.8902  -0.22
77 O -1.2816 -6.7703 -0.4996  -0.19
78 H -2.3467 -5.2408 0.3719  0.13
79 H -3.0147 -5.8444 -1.1622  0.14
80 H -1.5389 -3.5853 -1.2219  0.11
81 H -1.2029 -4.8325 -2.4456  0.14
82 C 5.1881 -2.1814 6.8070  -0.15
83 C 5.8036 -3.5454 6.5721  -0.15
84 O 5.8083 -3.6839 5.1435  -0.18
85 S 6.0344 -2.2605 4.4617  0.61
86 O 7.4002 -2.1002 4.1242  -0.20
87 O 5.0043 -2.0589 3.5039  -0.23
88 O 5.7216 -1.3672 5.7512  -0.19
89 H 4.1011 -2.2079 6.7074  0.13
90 H 5.4546 -1.7580 7.7711  0.14
91 H 5.2300 -4.3508 7.0211  0.14
92 H 6.8352 -3.5894 6.9262  0.14

Cartesian forces (eV/Å) of the 3 atoms listed first:
-0.3 0.1 -0.5
0.4 -0.6 0.5
0.1 0.3 -1.2

As for the energy above the lowest of the compared OMol25 structures with the same formula, charge and spin: 0.000 eV. Its spin multiplicity is 1. As for the orbital gap: 9.1 eV. The calculation puts the total energy at -159877.9137 eV.